No. 1
{"formula": "C44H41F2GdN2O6S5", "method": "ωB97M-V with the def2-TZVPD basis set", "energy_ha": -5218.713054, "spin_multiplicity": 8, "largest_force_ev_per_a": 4.239, "gap_ev": [3.12, 4.92], "s_squared": 15.859, "charge": -2, "mol_weight_da": 1049.4, "species": ["Gd", "C", "O", "C", "C", "C", "C", "C", "C", "O", "C", "O", "C", "H", "H", "H", "H", "H", "H", "H", "H", "H", "S", "C", "S", "C", "C", "S", "S", "S", "C", "C", "C", "C", "C", "C", "C", "C", "C", "C", "C", "C", "N", "C", "C", "C", "C", "C", "C", "F", "H", "H", "H", "H", "H", "H", "H", "H", "H", "H", "H", "H", "H", "H", "H", "H", "H", "H", "H", "H", "H", "C", "C", "C", "C", "C", "C", "C", "F", "C", "C", "C", "O", "C", "C", "N", "C", "C", "O", "O", "H", "H", "H", "H", "H", "H", "H", "H", "H", "H", "H"], "xyz": [[-0.712, 1.420, -0.027], [-6.479, 1.178, -3.975], [-5.884, -0.075, -4.270], [-4.756, -0.392, -3.574], [-4.120, -1.588, -3.983], [-2.965, -1.956, -3.351], [-2.388, -1.185, -2.321], [-1.120, -1.558, -1.733], [-0.529, -2.923, -2.013], [-0.468, -0.799, -1.013], [-3.053, 0.005, -1.883], [-2.634, 0.734, -0.933], [-4.258, 0.373, -2.553], [-7.295, 1.301, -4.683], [-5.765, 1.994, -4.094], [-6.874, 1.204, -2.957], [-4.546, -2.167, -4.793], [-2.461, -2.860, -3.676], [-1.255, -3.719, -1.824], [0.347, -3.052, -1.381], [-0.208, -2.984, -3.056], [-4.717, 1.291, -2.216], [-4.177, 8.555, 0.026], [-3.530, 7.013, -0.026], [-2.798, 6.315, -1.402], [-2.446, 4.711, -0.786], [-2.805, 4.517, 0.516], [-2.561, 3.113, 1.470], [-3.537, 5.918, 1.283], [-1.682, 3.588, -1.841], [2.252, -0.346, 1.010], [3.232, -0.889, -0.009], [4.599, -0.218, 0.171], [2.801, -0.903, -1.473], [3.251, -2.019, -2.183], [3.001, -2.188, -3.533], [2.280, -1.204, -4.185], [1.804, -0.069, -3.521], [1.101, 0.959, -4.409], [2.014, 2.143, -4.739], [-0.250, 1.466, -3.910], [2.047, 0.093, -2.138], [1.537, 1.225, -1.460], [2.413, 2.253, -1.321], [3.719, 2.335, -1.867], [4.543, 3.440, -1.678], [4.128, 4.536, -0.933], [2.844, 4.498, -0.381], [2.054, 3.401, -0.587], [0.811, 3.416, -0.046], [2.577, -0.632, 2.018], [1.257, -0.757, 0.845], [2.193, 0.740, 0.987], [3.373, -1.947, 0.234], [4.526, 0.863, 0.019], [5.330, -0.614, -0.539], [4.969, -0.395, 1.186], [3.813, -2.779, -1.647], [3.351, -3.070, -4.059], [2.075, -1.304, -5.247], [0.915, 0.429, -5.349], [2.249, 2.716, -3.842], [1.515, 2.813, -5.445], [2.956, 1.807, -5.185], [-0.111, 2.170, -3.093], [-0.886, 0.652, -3.564], [-0.779, 1.990, -4.711], [4.073, 1.499, -2.461], [5.534, 3.436, -2.123], [4.770, 5.395, -0.784], [2.444, 5.316, 0.206], [0.376, -1.183, 7.499], [-0.225, -2.216, 6.567], [0.510, -3.547, 6.621], [-0.282, -4.595, 5.852], [-0.753, -4.063, 4.517], [-1.201, -4.936, 3.548], [-1.558, -4.456, 2.299], [-1.987, -5.341, 1.381], [-1.473, -3.135, 1.966], [-1.029, -2.238, 2.931], [-0.903, -0.817, 2.583], [-1.348, -0.437, 1.519], [-0.231, 0.004, 3.548], [0.004, -0.495, 4.781], [-0.282, -1.769, 5.167], [-0.693, -2.695, 4.212], [0.288, 1.395, 3.257], [0.746, 2.032, 4.204], [0.257, 1.723, 2.038], [0.347, -1.583, 8.513], [-0.178, -0.246, 7.487], [1.417, -0.971, 7.244], [-1.259, -2.403, 6.882], [0.650, -3.852, 7.659], [1.498, -3.410, 6.172], [-1.139, -4.916, 6.449], [0.329, -5.483, 5.684], [-1.248, -5.999, 3.748], [-1.735, -2.761, 0.983], [0.458, 0.164, 5.506]], "forces_ev_per_angstrom": [[1.0, -1.5, 0.6], [0.0, -0.2, 0.0], [-0.2, 0.2, -0.1], [0.1, -0.2, 0.0], [-0.1, 0.1, 0.0], [0.1, 0.0, 0.1], [-0.1, 0.0, -0.1], [0.2, 0.0, 0.1], [0.0, 0.0, 0.0], [0.1, -0.3, -0.4], [-0.1, -0.2, -0.2], [-0.5, 0.1, -0.1], [0.1, -0.1, 0.0], [0.0, 0.0, 0.0], [0.1, 0.0, 0.0], [0.0, 0.0, 0.0], [0.0, 0.0, 0.0], [0.0, 0.1, 0.0], [0.1, 0.0, 0.0], [0.0, 0.0, 0.0], [0.0, 0.0, 0.0], [0.0, 0.0, 0.0], [0.3, -0.6, 0.0], [-0.3, 0.4, 0.0], [0.1, 0.0, -0.7], [1.0, -0.5, -2.1], [-0.1, -1.1, 2.2], [-0.4, 1.2, -0.4], [-0.2, -0.2, 0.6], [-0.8, 1.4, 0.5], [-0.1, 0.0, 0.1], [0.1, 0.0, 0.0], [0.0, 0.1, 0.0], [0.0, -0.1, 0.0], [0.0, 0.0, 0.0], [-0.1, 0.1, 0.1], [-0.1, 0.1, 0.0], [0.0, -0.1, -0.2], [0.0, 0.0, 0.2], [0.0, 0.0, 0.0], [0.0, 0.0, 0.0], [-0.1, 0.0, -0.1], [0.1, 0.4, 0.3], [0.0, -0.2, -0.1], [0.1, 0.1, 0.0], [-0.1, -0.1, 0.0], [-0.1, 0.0, 0.0], [0.1, 0.1, -0.1], [0.4, 0.1, -0.1], [-0.4, 0.2, 0.2], [-0.1, 0.0, -0.1], [-0.1, 0.0, 0.1], [0.0, 0.0, 0.0], [0.0, 0.0, 0.0], [0.0, -0.1, 0.0], [0.0, 0.0, 0.0], [0.0, 0.0, 0.0], [0.0, 0.0, 0.0], [0.0, 0.0, 0.0], [0.0, 0.0, 0.0], [0.0, 0.0, 0.0], [0.0, 0.0, -0.1], [0.0, 0.0, 0.0], [0.0, 0.0, 0.0], [0.1, -0.1, -0.1], [0.0, -0.1, 0.0], [0.0, 0.0, 0.0], [0.0, 0.1, 0.0], [-0.1, 0.0, 0.0], [0.0, 0.0, 0.0], [0.0, 0.0, 0.0], [0.1, 0.0, 0.0], [0.0, 0.2, -0.4], [0.0, -0.1, -0.1], [0.0, 0.2, -0.2], [0.4, 1.1, 0.7], [-0.4, -0.8, -0.8], [0.2, 0.0, 0.6], [-0.2, -0.5, -0.5], [-0.3, -0.2, -0.6], [0.4, 1.3, 0.1], [1.0, -1.9, 2.7], [-1.5, 1.8, -3.5], [0.0, -0.1, 0.4], [0.2, 0.6, 0.2], [0.1, -0.3, 0.5], [0.1, -0.8, 0.4], [-0.1, -0.9, 0.7], [0.1, 0.5, -0.1], [0.0, 0.8, -0.5], [0.0, 0.0, 0.1], [0.0, 0.0, 0.0], [0.0, 0.0, 0.0], [-0.1, 0.0, 0.1], [0.0, 0.0, 0.1], [0.0, 0.0, 0.0], [-0.1, 0.0, 0.1], [0.1, -0.1, 0.0], [0.0, 0.0, 0.0], [0.0, -0.1, 0.1], [0.0, 0.0, -0.1]], "mulliken_charge": [-0.460, -0.790, -0.469, 1.098, -1.047, -0.848, -0.204, 1.017, -2.134, 0.778, 0.324, -0.022, -0.534, 0.237, 0.328, 0.303, 0.422, 0.380, 0.480, 0.298, 0.445, 0.372, -0.309, 0.088, -0.107, 0.109, 0.094, -0.211, -0.104, -0.099, -0.968, 0.410, -1.709, 0.279, -0.598, -1.202, -0.869, 1.500, 0.249, -1.482, -0.817, -1.232, 2.042, 0.087, -0.638, -0.788, -0.789, -0.686, 0.154, 0.096, 0.582, -0.328, 0.086, 0.732, 0.220, 0.382, 0.503, 0.376, 0.317, 0.301, 0.696, 0.120, 0.497, 0.325, -0.410, 0.059, 0.522, 0.447, 0.388, 0.349, 0.448, -2.052, 0.607, -1.010, -1.146, 1.317, -0.860, 0.120, -0.405, -0.721, 0.975, 0.591, -0.618, 0.284, -0.730, 0.338, -1.513, -0.083, -0.854, -0.184, 0.456, 0.489, 0.362, 0.216, 0.378, 0.294, 0.343, 0.405, 0.441, 0.789, 0.684]}

=====

No. 2
{"formula": "C41H75Cl26N4O2", "method": "ωB97M-V with the def2-TZVPD basis set", "energy_ha": -13940.822394, "largest_force_ev_per_a": 6.029, "gap_ev": 7.63, "charge": 1, "mol_weight_da": 1577.9, "species": ["C", "C", "C", "C", "C", "C", "O", "C", "C", "O", "C", "N", "C", "C", "N", "C", "C", "C", "C", "C", "C", "C", "C", "N", "C", "C", "C", "C", "C", "C", "C", "C", "C", "N", "H", "H", "H", "H", "H", "H", "H", "H", "H", "H", "H", "H", "H", "H", "H", "H", "H", "H", "H", "H", "H", "H", "H", "H", "H", "H", "H", "H", "H", "H", "H", "H", "H", "H", "H", "H", "H", "H", "H", "H", "H", "H", "H", "H", "H", "H", "H", "H", "H", "C", "Cl", "Cl", "H", "H", "C", "Cl", "Cl", "H", "H", "C", "Cl", "Cl", "H", "H", "C", "Cl", "Cl", "H", "H", "C", "Cl", "Cl", "H", "H", "C", "Cl", "Cl", "H", "H", "C", "Cl", "Cl", "H", "H", "C", "Cl", "Cl", "H", "H", "C", "Cl", "Cl", "H", "H", "C", "Cl", "Cl", "H", "H", "C", "Cl", "Cl", "H", "H", "C", "Cl", "Cl", "H", "H", "C", "Cl", "Cl", "H", "H"], "xyz": [[-2.103, -2.326, 5.719], [-1.143, -1.771, 5.046], [0.031, -1.050, 4.160], [1.161, -0.685, 5.290], [0.505, -0.265, 6.703], [1.494, 0.690, 7.575], [0.850, 1.255, 8.743], [-0.047, 2.306, 8.409], [0.174, 3.405, 7.274], [-1.094, 2.403, 9.102], [-0.587, 0.313, 3.649], [0.000, 0.965, 2.407], [0.904, 2.055, 2.956], [1.608, 2.960, 3.556], [-1.071, 1.627, 1.811], [-1.361, 2.857, 2.181], [-2.143, 3.312, 3.532], [-1.065, 4.124, 1.200], [0.809, 0.029, 1.497], [0.868, 0.417, -0.041], [-0.512, 0.451, -0.896], [-0.963, 1.963, -1.315], [-0.292, -0.300, -2.334], [2.201, 0.303, 2.078], [3.316, 0.255, 1.133], [4.726, 0.170, 1.961], [5.580, 1.554, 1.806], [6.127, 2.112, 3.228], [0.667, -1.548, 1.756], [-0.253, -2.410, 0.778], [-1.738, -2.732, 1.219], [-2.665, -1.546, 1.727], [-1.870, -3.957, 2.287], [0.442, -2.029, 3.154], [-2.932, -3.025, 6.149], [1.870, 0.130, 4.907], [1.759, -1.645, 5.478], [-0.456, 0.356, 6.563], [0.240, -1.176, 7.346], [2.026, 1.476, 6.914], [2.316, -0.018, 7.968], [-0.299, 4.391, 7.606], [-0.378, 3.057, 6.316], [1.262, 3.581, 6.978], [-1.732, 0.232, 3.520], [-0.476, 1.066, 4.522], [2.515, 3.447, 4.066], [-2.125, 2.521, 4.350], [-3.248, 3.445, 3.205], [-1.799, 4.353, 3.882], [-0.979, 5.063, 1.840], [-1.897, 4.285, 0.438], [-0.032, 3.939, 0.731], [1.344, 1.448, -0.264], [1.433, -0.435, -0.588], [-1.382, -0.098, -0.408], [-1.094, 2.034, -2.456], [-0.181, 2.747, -1.036], [-2.010, 2.201, -0.882], [0.322, 0.354, -3.033], [-1.341, -0.528, -2.738], [0.290, -1.291, -2.200], [2.409, -0.359, 2.837], [3.447, 1.182, 0.455], [3.317, -0.700, 0.474], [5.382, -0.634, 1.452], [4.585, -0.142, 3.050], [6.442, 1.377, 1.067], [4.950, 2.406, 1.359], [5.373, 1.774, 4.017], [6.092, 3.267, 3.150], [7.199, 1.782, 3.431], [1.737, -1.954, 1.518], [-0.246, -2.115, -0.322], [0.247, -3.464, 0.758], [-2.261, -3.160, 0.274], [-2.806, -1.554, 2.877], [-3.729, -1.740, 1.314], [-2.391, -0.490, 1.399], [-2.380, -3.631, 3.251], [-2.366, -4.879, 1.823], [-0.782, -4.279, 2.505], [1.290, -2.512, 3.511], [-4.730, -5.742, 4.516], [-3.699, -6.728, 3.472], [-3.922, -4.246, 5.033], [-5.636, -5.482, 3.972], [-4.985, -6.323, 5.401], [0.701, 3.125, -4.885], [1.740, 3.377, -3.477], [-0.751, 4.130, -4.795], [1.256, 3.385, -5.786], [0.404, 2.077, -4.924], [3.335, -0.706, -4.205], [3.831, 0.856, -3.544], [1.657, -0.658, -4.764], [3.980, -0.957, -5.045], [3.428, -1.464, -3.428], [-6.726, -4.021, 0.123], [-5.889, -5.358, 0.923], [-5.576, -2.910, -0.631], [-7.385, -4.425, -0.645], [-7.311, -3.476, 0.862], [-1.589, -7.761, -0.159], [-0.483, -7.371, 1.168], [-2.992, -6.687, -0.173], [-1.057, -7.656, -1.103], [-1.933, -8.788, -0.041], [5.104, 3.187, 7.334], [4.232, 4.163, 8.519], [3.986, 2.399, 6.210], [5.777, 3.830, 6.770], [5.675, 2.421, 7.857], [-4.179, 0.850, -4.600], [-4.435, 1.554, -2.998], [-4.150, -0.916, -4.525], [-4.988, 1.164, -5.257], [-3.226, 1.203, -4.993], [-5.059, -4.768, -5.006], [-5.315, -4.067, -3.402], [-5.030, -6.534, -4.934], [-5.869, -4.454, -5.662], [-4.107, -4.415, -5.399], [0.908, 3.655, -9.249], [1.083, 2.450, -7.967], [2.156, 4.902, -9.127], [0.995, 3.162, -10.213], [-0.071, 4.125, -9.162], [1.425, 0.124, -11.089], [2.443, 0.408, -9.667], [-0.050, 1.099, -11.044], [1.989, 0.380, -11.984], [1.146, -0.928, -11.117], [-3.122, -10.684, 3.767], [-4.865, -10.492, 3.547], [-2.223, -9.459, 2.862], [-2.885, -10.585, 4.825], [-2.827, -11.671, 3.414], [3.965, 6.519, -12.362], [2.851, 5.155, -12.521], [5.627, 6.030, -12.715], [3.670, 7.299, -13.060], [3.916, 6.897, -11.344], [1.796, 8.446, -9.985], [0.431, 9.431, -9.446], [2.427, 9.019, -11.534], [2.587, 8.499, -9.239], [1.464, 7.415, -10.098]], "forces_ev_per_angstrom": [[4.3, 2.0, -3.0], [-4.0, -1.8, 2.2], [-1.2, -0.4, 3.0], [-0.1, -0.7, 0.4], [0.2, 1.2, 0.6], [1.1, -1.6, -1.0], [-0.9, 1.6, -2.3], [-3.3, 0.5, 2.5], [0.3, -0.6, -0.6], [4.0, -0.4, -2.5], [-1.6, -1.0, 2.7], [-0.5, 1.6, 3.2], [4.2, 3.5, 2.5], [-2.6, -4.7, -2.6], [0.7, 3.0, -2.4], [-1.1, 1.8, 0.6], [0.4, -0.1, -0.7], [-0.3, -0.7, 0.6], [3.5, -0.9, -0.4], [-1.6, -0.1, -1.4], [-0.2, 0.3, -1.5], [-0.7, -0.5, -0.1], [0.0, -0.1, 1.3], [-0.6, -0.2, -0.9], [2.7, -0.6, -0.3], [0.6, 0.4, -1.3], [0.0, 0.1, 0.6], [-0.5, 0.4, -1.1], [0.1, -1.7, -1.3], [-0.1, -1.5, -0.1], [-1.4, -0.9, -0.1], [-1.2, 0.0, 0.2], [1.4, 0.0, -0.6], [1.2, 1.6, 0.1], [2.5, 2.4, -0.3], [-1.0, -1.1, 0.5], [-0.7, 1.4, -0.4], [1.2, -1.1, 0.0], [0.3, 1.3, -1.2], [-1.4, -1.3, 1.3], [-1.1, 1.4, -0.4], [0.6, -1.6, -0.3], [0.8, 0.5, 1.5], [-1.4, -0.3, 0.6], [2.1, -0.2, -0.4], [0.0, -1.3, -1.6], [-2.1, -0.7, -1.1], [0.0, 1.2, -1.0], [1.7, -0.3, 0.3], [-0.4, -1.8, -0.4], [-0.3, -1.3, -0.7], [1.3, -0.3, 0.8], [-1.8, 0.2, 0.5], [-0.4, -1.9, 0.8], [-0.4, 1.6, 1.4], [1.3, 0.9, -0.3], [0.2, -0.2, 1.7], [-1.2, -1.1, -0.3], [1.9, -0.2, -0.5], [-1.1, -0.8, 1.1], [1.6, 0.4, 0.3], [-1.0, 1.4, -0.3], [-0.3, 0.3, -0.5], [-0.8, -1.6, 1.1], [-0.3, 1.5, 0.8], [-1.2, 1.1, 1.0], [0.1, 0.6, -1.4], [-1.3, 0.3, 1.2], [0.7, -1.5, 0.6], [1.4, 0.5, -0.9], [0.2, -1.9, 0.4], [-1.6, 0.4, 0.0], [-1.8, 1.1, 0.0], [0.2, 0.1, 1.6], [-0.7, 1.8, 0.1], [1.0, 0.9, 1.3], [0.5, 0.0, -1.8], [1.7, 0.4, 0.7], [-0.2, -1.3, 0.3], [0.9, -0.6, -1.6], [0.5, 1.6, 0.7], [-1.8, 0.3, 0.1], [-1.0, 0.4, -0.4], [-0.4, -0.3, 0.0], [-0.3, 0.2, 0.3], [-1.0, -1.1, -0.6], [0.2, 0.1, 0.0], [0.2, 0.1, -0.1], [0.1, 0.0, -0.1], [-0.1, 0.2, 0.1], [-0.1, -0.1, -0.1], [-0.2, 0.1, 0.5], [0.0, 0.2, 0.1], [0.3, -0.2, 0.0], [0.2, -0.3, 0.0], [0.3, -0.3, -0.5], [-0.2, 0.1, 0.1], [-0.1, 0.2, -0.1], [-0.3, 0.0, 0.0], [-0.1, 0.0, 0.1], [-0.1, 0.2, 0.3], [0.2, 0.0, 0.0], [0.2, -0.1, -0.1], [0.0, -0.2, -0.3], [0.1, 0.0, -0.1], [0.0, -0.1, -0.1], [-0.1, 0.1, 0.2], [0.0, 0.2, 0.1], [0.4, 0.2, 0.3], [0.1, -0.1, -0.1], [0.3, 0.1, -0.2], [-0.2, -0.1, 0.0], [-0.2, 0.0, -0.1], [0.1, 0.1, -0.3], [0.0, 0.1, 0.0], [0.0, 0.0, 0.0], [0.1, -0.1, 0.2], [-0.1, -0.1, 0.2], [0.0, 0.1, -0.2], [0.1, -0.1, -0.3], [0.0, 0.0, -0.1], [0.1, -0.1, 0.2], [-0.1, -0.1, 0.2], [-0.1, 0.2, -0.2], [-0.4, 0.4, 0.1], [0.0, 0.0, 0.2], [0.2, 0.1, 0.2], [0.2, -0.1, 0.1], [0.3, -0.3, -0.1], [0.3, -0.5, -0.6], [-0.2, -0.2, -0.2], [-0.1, 0.1, 0.2], [0.0, 0.2, 0.1], [0.0, -0.2, 0.1], [0.0, -0.1, 0.1], [0.2, -0.3, 0.0], [-0.1, 0.1, -0.2], [-0.1, 0.2, 0.0], [0.2, 0.0, 0.0], [-0.1, 0.0, -0.1], [0.0, 0.0, 0.0], [0.1, -0.3, 0.0], [0.1, -0.2, -0.2], [0.0, -0.2, 0.2], [0.0, -0.1, 0.1], [-0.2, 0.4, 0.1], [-0.1, 0.1, -0.1], [0.0, 0.2, -0.1]], "mulliken_charge": [-0.983, -1.383, 1.932, -0.208, -0.523, 0.206, -0.371, 0.541, -0.213, -0.570, -0.533, 2.176, -0.085, -0.627, -0.466, 0.037, -1.004, -0.946, 1.807, -2.434, 1.324, -0.243, -0.845, -0.351, -0.313, -0.606, -0.454, -0.640, -0.844, -0.946, 0.322, -0.640, 0.606, 0.387, 0.481, -0.115, 0.607, 0.257, 0.384, -0.489, 0.336, 0.390, -0.177, 0.096, 0.483, -0.619, 0.418, 0.149, 0.365, 0.368, 0.441, 0.267, 0.178, 0.313, 0.228, -0.286, 0.019, -0.097, -0.063, -0.132, 0.033, 0.534, 0.074, 0.150, 0.180, 0.365, 0.349, 0.326, 0.264, -0.064, 0.270, 0.320, 0.622, -0.393, 0.586, 0.591, 0.105, 0.216, -0.023, -0.867, -0.197, 0.081, 0.553, -0.481, 0.019, -0.182, 0.248, 0.358, 0.014, -0.145, -0.198, 0.301, 0.004, -0.365, -0.126, -0.083, 0.380, 0.252, -0.424, -0.087, -0.118, 0.340, 0.301, -0.431, -0.154, -0.048, 0.336, 0.317, -0.579, -0.139, 0.028, 0.350, 0.333, -0.285, -0.140, -0.096, 0.354, 0.157, -0.400, -0.030, -0.162, 0.320, 0.272, -0.057, -0.126, -0.181, -0.027, 0.345, -0.268, -0.117, -0.144, 0.285, 0.301, -0.404, -0.152, -0.057, 0.290, 0.300, -0.063, -0.127, -0.178, 0.260, 0.101, 0.052, -0.165, -0.171, 0.290, 0.011]}